[1]
DFT (wB97M-V/def2-TZVPD) results for 5 unconnected molecules or ions with the total composition H10O5.

Structure (XYZ):
```
15
Properties=species:S:1:pos:R:3:forces:R:3:nbo_charge:R:1
O 16.33565 -26.99836 -7.28611 -0.698 0.709 0.872 -0.936
H 15.56991 -26.49377 -7.59002 0.164 0.182 0.313 0.462
H 16.53736 -27.46344 -8.07580 0.619 -0.832 -1.167 0.473
O 17.23209 -24.85879 -10.08300 2.533 1.321 1.112 -0.939
H 16.89055 -25.71882 -10.00492 -1.238 -1.799 0.085 0.468
H 18.03066 -24.98693 -9.49527 -1.096 0.729 -0.973 0.462
O 12.11205 -27.33944 -9.98362 -0.832 -0.866 -1.975 -0.936
H 11.52101 -27.93187 -9.52937 -0.317 -0.305 0.241 0.472
H 12.58994 -26.90405 -9.32759 1.215 1.189 1.756 0.464
O 14.33004 -25.13240 -11.37760 -0.310 0.036 -0.881 -0.954
H 13.55661 -24.66486 -11.03863 0.152 -0.096 0.022 0.482
H 14.17297 -25.17619 -12.34060 0.097 0.073 0.656 0.477
O 15.78630 -27.25982 -10.18083 0.950 -0.055 0.002 -0.983
H 14.97874 -27.73013 -10.04422 -0.893 -0.499 0.050 0.483
H 15.61746 -26.70669 -10.94820 -0.346 0.214 -0.113 0.503
```
Forces are in eV/Å.

Results
- LUMO level (Ha) = 0.0080
- energy relative to the best compared isomer or geometry (same formula, charge and spin) (kJ/mol) = 126.8
- SMILES = O.O.O.O.O
- gap between HOMO and LUMO (eV) = 11.1

***

[2]
DFT (wB97M-V/def2-TZVPD) results for 2 unconnected molecules or ions with the total composition CClO4S.

Structure (XYZ):
```
7
Properties=species:S:1:pos:R:3:forces:R:3:nbo_charge:R:1
C 0.79706 -0.80692 0.28097 1.055 -4.265 -1.122 0.522
O -0.16571 1.94144 0.04723 0.868 -0.118 0.289 -0.892
O 0.84978 -1.99021 0.19225 0.019 5.396 0.710 -0.478
O -1.44171 0.24556 1.18291 0.055 -0.672 -0.236 -0.931
O -0.97253 0.10117 -1.28130 -0.009 -0.342 1.035 -0.918
S -0.64447 0.60072 0.04061 -0.938 0.742 -0.987 2.384
Cl 3.03828 0.44731 -0.18658 -1.050 -0.741 0.311 -0.687
```
Forces are in eV/Å.

Results
- charge = -1
- LUMO level (spin up / spin down) (Ha) = 0.0989 / 0.0989
- energy relative to the best compared isomer or geometry (same formula, charge and spin) (kJ/mol) = 128.6
- gap between HOMO and LUMO (spin up / spin down) (eV) = 8.2 / 8.2

***

[3]
DFT (wB97M-V/def2-TZVPD) results for 3 unconnected molecules or ions with the total composition C22H48BFI2N3O6.

Structure (XYZ):
```
83
Properties=species:S:1:pos:R:3:forces:R:3:mulliken_charge:R:1
C 0.98920 -2.04937 1.54371 -1.240 0.214 0.127 0.092
O 2.31068 -1.45678 1.80247 -0.384 -1.805 -2.102 -0.401
C 3.33216 -1.92508 0.85289 2.015 0.092 -0.464 -0.160
C 3.70222 -0.80353 -0.32253 -1.359 0.654 0.868 -0.753
C 2.32566 -0.42092 -1.19212 0.817 0.515 -0.393 0.088
C 1.75764 -1.66762 -2.09171 0.338 0.103 0.707 -0.483
C 0.19507 -1.44359 -2.63340 1.977 -1.626 -0.466 -0.680
N -0.61590 -1.05630 -1.41724 -1.477 1.648 -1.802 1.049
F -1.03239 -2.26448 -0.89290 -0.488 -0.754 0.316 -0.294
C -1.90405 -0.34448 -1.76538 -1.858 -0.122 -1.495 -0.842
N -2.87833 -0.97509 -2.54983 1.441 3.573 2.148 0.293
C -4.16108 -0.17362 -2.79172 -1.279 1.839 -3.332 -0.313
I -5.63166 -0.27348 -1.11514 1.364 0.043 -1.622 0.110
C -4.47030 0.60728 -4.01994 0.214 -2.053 3.368 0.131
C -5.82243 1.49304 -4.29411 0.780 0.954 -0.088 -0.912
I -2.98164 0.60429 -5.68335 -1.396 -0.111 1.530 0.026
N -2.12939 1.08005 -1.23495 1.570 -3.200 0.849 0.181
C -0.91721 1.95724 -1.45800 2.721 1.082 -0.879 0.138
C -0.52383 2.21811 -3.02724 0.555 0.323 -0.134 0.032
C -1.19071 3.55450 -3.70216 0.797 1.163 -1.116 -0.459
O -2.26559 4.18249 -2.91849 1.425 1.288 -1.039 -0.517
B -2.18404 0.88564 0.28907 -0.414 -1.577 2.577 0.494
O -1.71140 1.86311 1.29036 1.202 -2.358 -2.377 -0.329
O -2.72002 -0.40384 0.82445 0.631 4.070 -0.535 -0.390
C -3.45291 -0.06990 2.08160 -1.464 -0.178 0.452 -0.716
H 0.59246 -2.63233 2.49905 0.944 1.364 -1.925 0.335
H 0.24117 -1.16220 1.28190 1.398 -1.896 0.652 -0.275
H 0.94521 -2.79597 0.64366 0.408 1.407 1.692 0.059
H 3.09759 -2.94611 0.33157 0.094 1.795 1.205 0.088
H 4.32463 -2.09347 1.48935 -2.135 0.380 -1.362 0.302
H 3.97908 0.18530 0.28154 -0.386 -2.106 -1.484 0.304
H 4.59404 -1.13252 -1.00669 -1.766 0.490 1.404 0.346
H 2.56869 0.46196 -1.95353 -0.412 -1.744 1.678 0.279
H 1.57520 0.01167 -0.40526 1.201 -1.124 -1.566 -0.248
H 2.50850 -1.82354 -2.99139 -1.780 0.232 1.739 0.399
H 1.80487 -2.63830 -1.40214 -0.337 2.005 -1.734 0.073
H -0.16651 -2.53592 -2.95156 0.484 2.503 0.391 0.420
H 0.12377 -0.70410 -3.53747 0.010 -1.206 2.019 0.194
H -2.75646 -1.95960 -2.91387 -0.110 1.451 0.717 0.303
H -5.45738 2.61891 -4.44967 -0.641 -2.490 0.327 0.279
H -6.36067 1.18976 -5.28869 1.216 0.274 1.975 0.314
H -6.58680 1.52687 -3.40903 1.691 -0.468 -1.613 0.329
H -1.01658 3.02014 -0.94379 -0.420 -2.501 -1.027 0.263
H 0.04024 1.45979 -0.95229 -1.951 0.952 -1.120 -0.139
H 0.65720 2.39086 -3.04891 -2.599 -0.420 0.101 0.282
H -0.71918 1.29744 -3.72866 0.165 1.662 1.526 -0.323
H -0.33549 4.37568 -3.82092 -1.617 -1.911 0.255 0.354
H -1.60299 3.38171 -4.80340 0.955 -0.086 2.333 0.149
H -2.17663 5.17880 -3.12930 -0.379 -2.466 0.637 0.339
H -0.72369 1.69807 1.49514 -2.268 0.406 -0.453 0.317
H -2.73565 0.15081 2.98931 -1.492 -0.545 -2.008 0.242
H -4.15800 0.86520 1.85608 1.581 -1.958 0.777 0.291
H -4.17232 -0.98931 2.28370 1.734 1.922 -0.286 0.245
C 0.22189 6.91002 4.33052 0.144 -0.093 0.016 -1.010
C -0.81155 7.45649 3.36185 0.037 -0.003 -0.027 -0.300
O -0.58768 7.06187 2.00837 0.047 -0.049 -0.119 -0.441
C -0.60292 5.66058 1.74801 -0.161 0.238 0.021 -0.343
C -1.92162 4.99328 2.09521 -0.161 -0.050 0.103 -0.298
H 1.22917 7.22072 4.03261 -0.156 0.012 0.056 0.282
H 0.02610 7.27648 5.34358 0.026 -0.030 -0.159 0.386
H 0.21384 5.81828 4.36255 -0.060 0.037 0.083 0.257
H -0.76682 8.55084 3.37875 0.004 -0.192 -0.253 0.345
H -1.82749 7.18617 3.67063 0.051 -0.067 0.033 0.281
H 0.23446 5.17296 2.25512 0.013 -0.069 0.116 0.305
H -0.42174 5.54110 0.67248 0.022 0.270 0.143 0.210
H -2.14935 5.07049 3.16156 0.056 -0.055 -0.054 0.336
H -1.89201 3.93010 1.83562 -0.034 0.338 0.056 -0.183
H -2.74632 5.46555 1.55008 0.131 -0.046 0.033 0.282
C 4.72189 -6.16645 3.15699 0.134 -0.099 0.030 -1.203
C 3.68845 -5.61998 2.18832 0.075 -0.064 -0.062 0.048
O 3.91232 -6.01460 0.83484 -0.054 0.194 -0.048 -0.420
C 3.89708 -7.41589 0.57448 -0.048 0.003 -0.110 -0.346
C 2.57838 -8.08319 0.92169 -0.163 0.018 0.126 -1.025
H 5.72917 -5.85575 2.85908 -0.157 0.006 0.051 0.313
H 4.52610 -5.79999 4.17005 0.024 -0.028 -0.152 0.390
H 4.71384 -7.25820 3.18902 -0.060 0.063 0.073 0.294
H 3.73318 -4.52563 2.20522 0.008 -0.154 -0.217 0.094
H 2.67251 -5.89030 2.49710 0.033 -0.079 0.048 0.259
H 4.73446 -7.90351 1.08159 -0.039 -0.037 0.083 0.323
H 4.07826 -7.53537 -0.50105 0.021 0.258 0.211 0.322
H 2.35065 -8.00598 1.98803 0.052 -0.098 -0.063 0.264
H 2.60799 -9.14637 0.66209 0.009 0.160 0.012 0.397
H 1.75368 -7.61092 0.37655 0.125 -0.083 0.021 0.273
```
Forces are in eV/Å.

Results
- charge = +1
- LUMO level (Ha) = -0.1782
- gap between HOMO and LUMO (eV) = 6.4